C2H4FNO2 | ωB97M-V/def2-TZVPD

```
10
C2H4FNO2 | the Open Molecules 2025 dataset | ωB97M-V/def2-TZVPD
C -2.12 -0.08 0.50
C 0.96 0.37 -0.71
N 1.83 -0.36 0.05
O 2.09 -1.48 -0.37
O 2.28 0.14 1.08
F 0.75 1.64 -0.40
H -2.23 -0.82 -0.27
H -2.32 0.95 0.29
H -1.84 -0.38 1.49
H 0.59 0.03 -1.66
```

Properties
Total charge: 0
HOMO energy (alpha / beta) in eV: -9.3897 / -10.2936
Energy above the lowest of the compared OMol25 structures with the same formula, charge and spin in kcal per mole: 164.0
Multiplicity: 1
Molar mass in g/mol: 93.06
DFT total energy in hartree: -383.458087
Kohn-Sham gap (alpha / beta) in eV: 7.274 / 9.824

Here are the natural (NBO) charges for atoms 1 to 6, given in e: number 1, C, carries -0.50; number 2, C, carries 0.43; number 3, N, carries 0.39; number 4, O, carries -0.38; number 5, O, carries -0.38; number 6, F, carries -0.27

=====

C2H4FNO3 | ωB97M-V/def2-TZVPD

```
11
C2H4FNO3 | the Open Molecules 2025 dataset | ωB97M-V/def2-TZVPD
C 1.66 -0.33 0.36
C -0.78 0.80 0.05
N -1.02 -0.59 0.08
O -1.36 -1.21 1.13
O -0.95 -1.12 -1.03
O -0.65 1.36 -1.16
F -0.95 1.61 1.04
H 1.20 -0.12 1.32
H 1.43 -1.34 0.02
H 2.26 0.39 -0.06
H -0.82 0.56 -1.75
```

Properties
Total charge: 0
HOMO energy (alpha / beta) in eV: -9.3711 / -9.1307
Energy above the lowest of the compared OMol25 structures with the same formula, charge and spin in kcal per mole: 97.3
Multiplicity: 1
Molar mass in g/mol: 109.06
DFT total energy in hartree: -458.709509
Kohn-Sham gap (alpha / beta) in eV: 7.712 / 8.663

Here are the natural (NBO) charges for atoms 1 to 6, given in e: number 1, C, carries -0.50; number 2, C, carries 0.81; number 3, N, carries 0.36; number 4, O, carries -0.40; number 5, O, carries -0.47; number 6, O, carries -0.63

=====

C2H4FP | ωB97M-V/def2-TZVPD

```
8
C2H4FP | the Open Molecules 2025 dataset | ωB97M-V/def2-TZVPD
F -0.26 1.82 -0.60
C 0.59 0.89 -0.08
C 0.02 -0.47 -0.27
P -0.30 0.13 1.51
H 1.67 1.28 0.04
H -0.61 -0.61 -1.11
H 0.70 -1.38 -0.17
H -1.57 0.74 1.47
```

Properties
Total charge: 0
HOMO energy in eV: -9.1623
Energy above the lowest of the compared OMol25 structures with the same formula, charge and spin in kcal per mole: 30.2
Multiplicity: 1
Molar mass in g/mol: 78.03
DFT total energy in hartree: -519.747874
Kohn-Sham gap in eV: 10.288
Structure (SMILES): F[C@@H]1CP1

Here are the natural (NBO) charges for atoms 1 to 6, given in e: number 1, F, carries -0.36; number 2, C, carries 0.04; number 3, C, carries -0.68; number 4, P, carries 0.32; number 5, H, carries 0.22; number 6, H, carries 0.25

=====

C2H4FPS | ωB97M-V/def2-TZVPD

```
9
C2H4FPS | the Open Molecules 2025 dataset | ωB97M-V/def2-TZVPD
C 1.01 0.35 1.10
C 0.22 -0.21 0.04
P -1.18 0.86 -0.55
S -1.59 -0.15 -2.35
F -2.54 -1.40 -1.75
H 1.79 0.86 0.74
H 1.43 -0.40 1.76
H 0.39 1.13 1.52
H 0.47 -1.03 -0.51
```

Properties
Total charge: 0
HOMO energy (alpha / beta) in eV: -8.8676 / -8.8679
Energy above the lowest of the compared OMol25 structures with the same formula, charge and spin in kcal per mole: 26.3
Multiplicity: 1
Molar mass in g/mol: 110.09
DFT total energy in hartree: -917.917962
Kohn-Sham gap (alpha / beta) in eV: 7.778 / 7.780
Structure (SMILES): C/C=P/SF

Here are the natural (NBO) charges for atoms 1 to 6, given in e: number 1, C, carries -0.71; number 2, C, carries -0.27; number 3, P, carries 0.31; number 4, S, carries 0.27; number 5, F, carries -0.50; number 6, H, carries 0.25

=====

C2H4FPSi | ωB97M-V/def2-TZVPD

```
9
C2H4FPSi | the Open Molecules 2025 dataset | ωB97M-V/def2-TZVPD
C -2.76 -1.31 0.31
C -1.88 -0.43 -0.12
F -4.03 0.94 0.67
Si 0.77 0.70 -0.27
P -3.57 0.03 -0.65
H -2.99 -2.11 0.84
H 0.53 1.37 -1.64
H 1.91 -0.36 0.15
H 0.31 1.49 0.82
```

Properties
Total charge: 0
HOMO energy (alpha / beta) in eV: -8.0119 / -8.0129
Energy above the lowest of the compared OMol25 structures with the same formula, charge and spin in kcal per mole: 70.4
Multiplicity: 1
Molar mass in g/mol: 106.11
DFT total energy in hartree: -809.138051
Kohn-Sham gap (alpha / beta) in eV: 6.913 / 6.915

Here are the natural (NBO) charges for atoms 1 to 6, given in e: number 1, C, carries -0.52; number 2, C, carries -0.44; number 3, F, carries -0.61; number 4, Si, carries 0.77; number 5, P, carries 0.95; number 6, H, carries 0.21

=====

C2H4GdLiO2 | ωB97M-V/def2-TZVPD

```
10
C2H4GdLiO2 | the Open Molecules 2025 dataset | ωB97M-V/def2-TZVPD
O 2.31 2.39 0.50
C 0.04 -1.35 -0.89
C -1.07 -0.84 -0.33
O -1.11 0.07 0.67
H 3.21 2.08 0.53
H 1.03 -1.21 -0.45
H -0.05 -1.92 -1.81
H -2.05 -1.20 -0.67
Li -2.85 0.47 1.16
Gd 0.54 1.52 1.28
```

Properties
Total charge: +2
HOMO energy (alpha / beta) in eV: -16.8446 / -16.6922
Multiplicity: 8
⟨S²⟩: 16.137
Molar mass in g/mol: 224.24
DFT total energy in hartree: -1001.627610
Kohn-Sham gap (alpha / beta) in eV: 6.772 / 4.065

Here are the Mulliken charges for atoms 1 to 6, given in e: number 1, O, carries -0.64; number 2, C, carries -0.94; number 3, C, carries 0.74; number 4, O, carries -0.73; number 5, H, carries 0.36; number 6, H, carries 0.11

=====

C2H4I2O | ωB97M-V/def2-TZVPD

```
9
C2H4I2O | the Open Molecules 2025 dataset | ωB97M-V/def2-TZVPD
C 2.44 0.35 0.69
C -1.62 -0.34 -0.31
O -1.46 -0.37 -1.62
I -2.05 1.73 0.45
I -2.78 -1.93 0.48
H 2.81 -0.34 1.43
H 2.85 0.26 -0.31
H 2.12 1.15 1.19
H -2.32 -0.52 -2.01
```

Properties
Total charge: 0
HOMO energy (alpha / beta) in eV: -8.4789 / -8.9273
Energy above the lowest of the compared OMol25 structures with the same formula, charge and spin in kcal per mole: 99.7
Multiplicity: 1
Molar mass in g/mol: 297.86
DFT total energy in hartree: -749.056700
Kohn-Sham gap (alpha / beta) in eV: 7.934 / 7.715

Here are the natural (NBO) charges for atoms 1 to 6, given in e: number 1, C, carries -0.48; number 2, C, carries 0.02; number 3, O, carries -0.72; number 4, I, carries 0.06; number 5, I, carries 0.14; number 6, H, carries 0.15

=====

C2H4I2O | ωB97M-V/def2-TZVPD

```
9
C2H4I2O | the Open Molecules 2025 dataset | ωB97M-V/def2-TZVPD
C -2.21 0.21 -0.91
C 1.48 0.01 0.27
O 1.29 0.05 1.61
I 2.73 1.80 -0.21
I 2.43 -1.79 -0.27
H -2.84 1.13 -1.10
H -2.65 -0.63 -0.29
H -1.13 0.07 -1.04
H 0.90 -0.85 1.94
```

Properties
Total charge: 0
HOMO energy (alpha / beta) in eV: -8.9465 / -8.5416
Energy above the lowest of the compared OMol25 structures with the same formula, charge and spin in kcal per mole: 97.8
Multiplicity: 1
Molar mass in g/mol: 297.86
DFT total energy in hartree: -749.059634
Kohn-Sham gap (alpha / beta) in eV: 7.469 / 8.333

Here are the natural (NBO) charges for atoms 1 to 6, given in e: number 1, C, carries -0.52; number 2, C, carries -0.02; number 3, O, carries -0.71; number 4, I, carries 0.10; number 5, I, carries 0.13; number 6, H, carries 0.19

=====

C2H4I3P | ωB97M-V/def2-TZVPD

```
10
C2H4I3P | the Open Molecules 2025 dataset | ωB97M-V/def2-TZVPD
C 1.63 -0.18 -0.30
C 0.44 0.54 0.25
P -1.28 0.00 0.25
I -2.73 1.86 0.87
I -1.65 -0.44 -2.08
I -2.74 -1.96 1.31
H 1.85 -1.16 -0.02
H 1.33 -0.25 -1.35
H 2.47 0.51 -0.08
H 0.67 1.08 1.16
```

Properties
Total charge: 0
HOMO energy (alpha / beta) in eV: -7.9920 / -8.2250
Energy above the lowest of the compared OMol25 structures with the same formula, charge and spin in kcal per mole: 2.9
Multiplicity: 1
Molar mass in g/mol: 439.74
DFT total energy in hartree: -1313.006851
Kohn-Sham gap (alpha / beta) in eV: 6.145 / 6.368
Structure (SMILES): CC=P(I)(I)I

Here are the natural (NBO) charges for atoms 1 to 6, given in e: number 1, C, carries -0.67; number 2, C, carries -0.62; number 3, P, carries 0.57; number 4, I, carries 0.04; number 5, I, carries 0.01; number 6, I, carries -0.24

=====

C2H4IN3 | ωB97M-V/def2-TZVPD

```
10
C2H4IN3 | the Open Molecules 2025 dataset | ωB97M-V/def2-TZVPD
C -0.59 0.18 -1.16
C 0.37 -0.68 -1.44
N -0.55 -1.07 1.81
N -0.12 -0.05 1.83
N 0.15 1.10 1.77
I 2.35 -0.48 -1.96
H -1.62 -0.13 -0.91
H -0.50 1.31 -1.17
H 0.02 -1.61 -1.46
H 0.48 1.43 2.68
```

Properties
Total charge: 0
HOMO energy in eV: -9.1811
Energy above the lowest of the compared OMol25 structures with the same formula, charge and spin in kcal per mole: 23.6
Multiplicity: 1
Molar mass in g/mol: 196.98
DFT total energy in hartree: -540.452421
Kohn-Sham gap in eV: 9.857

Here are the natural (NBO) charges for atoms 1 to 6, given in e: number 1, C, carries -0.40; number 2, C, carries -0.38; number 3, N, carries -0.08; number 4, N, carries 0.26; number 5, N, carries -0.55; number 6, I, carries 0.16